(1)
The following is a quantum chemistry calculation of a molecular structure, C10H10BrClO4Ti, from the OMol25 dataset.

Last column: Löwdin charge in e.
Atoms and positions in Å:
C: -1.57 -0.88 -0.31  -0.192
C: -1.53 -1.32 1.02  -0.169
C: -1.64 -0.19 1.89  -0.146
H: -1.71 -2.34 1.36  0.132
C: -1.68 1.01 1.09  -0.086
C: -1.62 0.63 -0.28  -0.197
H: -1.64 1.26 -1.11  0.076
H: -1.57 -1.48 -1.19  0.104
H: -1.91 -0.34 2.93  0.120
H: -1.85 2.06 1.43  0.149
Ti: 0.36 0.03 0.20  0.767
Br: 1.41 -2.20 0.39  0.364
C: 2.00 0.66 -1.58  -0.207
C: 0.93 1.45 -2.11  -0.156
C: -0.03 0.58 -2.72  -0.151
H: 0.98 2.51 -2.31  0.105
C: 0.46 -0.76 -2.61  -0.156
C: 1.72 -0.73 -1.96  -0.290
H: 2.46 -1.52 -2.04  0.080
H: 3.00 1.02 -1.32  0.114
H: -0.80 0.89 -3.40  0.109
H: 0.07 -1.62 -3.16  0.116
O: 0.39 -1.15 3.02  -0.365
Cl: 0.81 0.19 3.27  0.834
O: -0.15 1.01 3.91  -0.260
O: 2.08 0.32 3.91  -0.243
O: 1.04 0.91 1.66  -0.450

Results
Frontier orbital gap, eV: 6.34

=====

(2)
The following is a quantum chemistry calculation of a single C10H10BrN molecule, from the OMol25 dataset.

Last column: Löwdin charge in e.
Atoms and positions in Å:
C: 0.06 2.13 -1.21  0.012
C: 0.55 0.68 -0.78  -0.412
C: 2.08 0.42 -0.64  -0.014
C: 0.09 -0.39 -1.92  -0.703
Br: 0.70 -0.32 -3.70  0.776
N: -0.55 -1.40 -1.51  0.094
C: -0.75 -1.22 -0.15  -0.229
C: -1.53 -2.04 0.68  -0.027
C: -1.63 -1.61 1.99  -0.092
C: -0.97 -0.46 2.46  -0.100
C: -0.10 0.23 1.69  -0.031
C: -0.13 -0.03 0.32  -0.153
H: 0.08 2.02 -2.37  0.081
H: 0.79 2.77 -0.79  0.060
H: -0.93 2.15 -0.85  0.067
H: 2.38 -0.19 0.23  0.100
H: 2.49 1.42 -0.45  0.083
H: 2.47 0.02 -1.54  0.029
H: -2.03 -2.97 0.20  0.145
H: -2.32 -2.17 2.75  0.136
H: -1.06 -0.07 3.40  0.072
H: 0.34 1.05 2.19  0.108

Results
ΔE to the lowest compared entry with this formula, charge and spin, kcal per mole: 0.0
Frontier orbital gap, eV: 9.20
Structure (SMILES): CC1(C)C(Br)=Nc2ccccc21

=====

(3)
The following is a quantum chemistry calculation of a single C10H10BrN3S molecule, from the OMol25 dataset.

Last column: Löwdin charge in e.
Atoms and positions in Å:
N: 2.59 3.24 -0.47  0.167
C: 1.71 2.54 -0.19  -0.376
N: 0.63 1.79 0.09  -0.388
S: -0.65 1.73 -1.04  1.015
C: 0.14 0.44 -2.01  -0.476
C: -0.13 -1.02 -1.73  -0.244
C: 0.45 -1.55 -0.43  -0.214
N: -0.53 -1.14 0.57  0.084
C: -0.50 -0.07 1.25  -0.331
C: -1.44 0.23 2.21  -0.046
C: -1.38 1.30 3.02  -0.110
C: -0.27 2.19 3.08  -0.654
Br: -0.29 3.53 4.46  0.722
C: 0.79 1.98 2.27  -0.079
C: 0.68 0.92 1.27  -0.236
H: 1.26 0.62 -2.13  0.117
H: -0.31 0.55 -2.97  0.049
H: 0.32 -1.50 -2.71  0.155
H: -1.16 -1.15 -1.45  0.103
H: 0.23 -2.67 -0.44  0.135
H: 1.42 -1.29 -0.08  0.103
H: -2.45 -0.28 2.10  0.147
H: -2.12 1.29 3.82  0.107
H: 1.62 2.68 2.33  0.123
H: 1.47 0.24 1.26  0.127

Results
ΔE to the lowest compared entry with this formula, charge and spin, kcal per mole: 85.7
Frontier orbital gap, eV: 8.20
Structure (SMILES): N#CN1SCCC/N=C2/C=CC(Br)=C[C@@H]21

=====

(4)
The following is a quantum chemistry calculation of a molecular structure, C10H10Cl2CoI2InO6S, from the OMol25 dataset.

Last column: Löwdin charge in e.
Atoms and positions in Å:
I: -4.20 -0.40 -0.19  0.623
I: -2.70 -1.34 1.65  0.647
Co: 0.74 -1.15 1.11  0.158
In: -0.45 1.51 -0.34  0.997
S: -0.54 -1.20 -0.66  0.608
C: 1.63 2.40 -1.67  0.052
C: -0.14 3.76 0.52  -0.030
C: 0.77 -1.79 -1.87  -0.819
C: 0.86 -3.31 -1.69  -0.041
C: 2.08 -1.07 -1.61  -0.068
C: 0.12 -1.46 -3.21  -0.079
C: 0.95 -0.09 2.48  -0.113
C: 1.62 -2.56 1.66  -0.038
O: 0.31 4.82 0.59  0.271
O: 2.49 3.09 -1.96  0.241
O: 0.97 0.74 3.31  0.185
O: 2.18 -3.56 1.88  0.269
H: 1.44 -3.75 -2.51  0.146
H: -0.15 -3.74 -1.69  0.110
H: 1.34 -3.56 -0.74  0.069
H: 2.85 -1.38 -2.34  0.148
H: 2.47 -1.30 -0.61  0.075
H: 1.92 0.00 -1.72  0.022
H: 0.70 -1.84 -4.06  0.132
H: 0.02 -0.37 -3.29  0.080
H: -0.88 -1.88 -3.25  0.099
Cl: -3.51 1.41 3.91  0.779
C: -2.70 2.85 3.39  -0.898
Cl: -1.64 3.53 4.64  0.996
C: -1.89 2.69 2.04  -0.594
O: -1.85 3.78 1.38  0.062
O: -1.32 1.60 1.75  -0.221
H: -3.49 3.56 3.11  0.133

Results
ΔE to the lowest compared entry with this formula, charge and spin, kcal per mole: 19.1
Frontier orbital gap (alpha / beta), eV: 6.34 / 4.48
Net charge: +4
<S²>: 6.040
Multiplicity: 5

=====

(5)
The following is a quantum chemistry calculation of a single C10H10Cl2O molecule, from the OMol25 dataset.

Last column: Löwdin charge in e.
Atoms and positions in Å:
C: -0.34 -1.10 3.21  -0.108
C: -0.77 0.20 3.28  -0.097
C: -0.04 -1.73 2.01  -0.117
C: -1.20 0.84 2.14  -0.041
C: -0.32 -1.06 0.86  -0.145
C: -1.01 0.15 0.91  -0.254
C: 1.13 0.14 -2.55  -0.208
C: -0.30 0.82 -2.44  -0.191
C: 2.12 0.57 -1.47  -0.524
C: -1.38 0.77 -0.30  -0.673
O: -1.14 0.19 -1.48  -0.100
Cl: 2.32 -0.23 0.01  0.714
Cl: -1.96 2.38 -0.34  0.758
H: -0.22 -1.65 4.20  0.126
H: -0.90 0.50 4.27  0.088
H: 0.56 -2.66 1.82  0.130
H: -1.76 1.75 2.22  0.083
H: 0.09 -1.40 -0.15  0.104
H: 1.01 -0.88 -2.50  0.077
H: 1.53 0.67 -3.39  0.105
H: -0.06 1.98 -2.34  0.144
H: -0.59 0.75 -3.48  0.107
H: 2.50 1.52 -1.57  0.020

Results
ΔE to the lowest compared entry with this formula, charge and spin, kcal per mole: 79.2
Frontier orbital gap (alpha / beta), eV: 6.86 / 7.71

=====

(6)
The following is a quantum chemistry calculation of a molecular structure, C10H10Cl2O4Ti, from the OMol25 dataset.

Last column: Löwdin charge in e.
Atoms and positions in Å:
C: -0.92 -0.04 1.09  -0.044
C: -1.98 0.70 0.55  -0.193
C: -1.45 1.99 0.08  -0.162
H: -3.01 0.44 0.62  0.104
C: -0.12 2.09 0.45  0.052
C: 0.35 0.67 0.66  -0.469
H: 1.27 0.45 1.58  -0.022
H: -0.88 -0.89 1.72  0.091
H: -2.08 2.81 -0.23  0.105
H: 0.59 2.94 0.38  0.136
Ti: -1.00 0.08 -1.50  0.812
Cl: -1.36 -1.99 -0.99  0.316
C: -1.12 -0.13 -3.64  -0.239
C: -0.75 1.25 -3.61  -0.118
C: -1.85 2.01 -3.11  -0.096
H: 0.07 1.68 -4.20  0.127
C: -2.89 1.10 -2.77  -0.122
C: -2.47 -0.22 -3.11  -0.255
H: -3.13 -1.08 -3.26  0.124
H: -0.63 -0.92 -4.23  0.134
H: -1.96 3.08 -3.21  0.122
H: -3.93 1.39 -2.58  0.125
O: 1.00 -1.98 2.69  -0.468
Cl: 2.32 -1.33 2.60  1.010
O: 2.03 0.29 2.38  -0.370
O: 3.06 -1.70 1.34  -0.457
O: 0.84 0.11 -0.51  -0.243

Results
ΔE to the lowest compared entry with this formula, charge and spin, kcal per mole: 61.2
Frontier orbital gap (alpha / beta), eV: 5.99 / 6.03

=====

(7)
The following is a quantum chemistry calculation of a single C10H10ClFN4S molecule, from the OMol25 dataset.

Last column: Löwdin charge in e.
Atoms and positions in Å:
F: -1.32 2.02 -5.03  0.029
C: -1.15 1.68 -3.70  -0.309
C: -0.70 2.52 -2.78  -0.022
C: -0.44 2.25 -1.40  0.010
C: -0.65 0.94 -1.00  -0.269
N: -0.39 0.62 0.35  0.036
C: -0.43 -0.70 0.85  -0.293
N: 0.74 -1.35 0.13  -0.004
N: 1.02 -2.50 1.01  -0.078
C: 0.96 -2.02 2.36  -0.561
S: 2.58 -1.28 2.71  0.971
C: 1.76 0.10 3.31  -0.471
N: 0.47 0.27 3.09  0.027
C: -0.02 -0.90 2.37  -0.317
C: -1.16 0.02 -1.89  -0.043
C: -1.45 0.39 -3.22  -0.511
Cl: -2.14 -0.81 -4.36  0.635
H: -0.48 3.53 -3.11  0.123
H: 0.00 2.93 -0.74  0.091
H: -0.30 1.32 1.12  0.151
H: -1.37 -1.33 0.67  0.163
H: 1.49 -0.62 0.10  0.115
H: 2.00 -2.78 0.88  0.085
H: 0.76 -2.77 3.11  0.110
H: 2.41 0.78 3.89  0.079
H: -0.96 -1.32 2.84  0.156
H: -1.25 -1.00 -1.57  0.098

Results
ΔE to the lowest compared entry with this formula, charge and spin, kcal per mole: 14.2
Frontier orbital gap, eV: 8.64
Structure (SMILES): Fc1ccc(N[C@H]2NN[C@H]3SC=N[C@@H]23)cc1Cl

=====

(8)
The following is a quantum chemistry calculation of a molecular structure, C10H10ClIPm, from the OMol25 dataset.

Last column: Löwdin charge in e.
Atoms and positions in Å:
C: 1.92 1.21 -1.26  -0.295
C: 1.36 0.00 -1.81  -0.213
C: 1.57 -1.06 -0.86  -0.221
H: 0.77 -0.07 -2.76  0.108
C: 2.23 -0.51 0.29  -0.233
C: 2.46 0.90 0.04  -0.305
H: 2.80 1.65 0.80  0.080
H: 1.81 2.23 -1.69  0.083
H: 1.18 -2.09 -0.95  0.097
H: 2.38 -1.02 1.28  0.106
Pm: -0.03 0.88 0.35  0.835
Cl: -0.99 2.78 -1.04  -0.195
C: -2.44 0.18 0.97  -0.305
C: -1.61 -0.76 1.72  -0.279
C: -1.10 -1.72 0.79  -0.220
H: -1.29 -0.63 2.78  0.083
C: -1.58 -1.38 -0.53  -0.211
C: -2.38 -0.20 -0.42  -0.263
H: -2.78 0.39 -1.28  0.084
H: -2.77 1.18 1.35  0.085
H: -0.37 -2.53 1.04  0.099
H: -1.30 -1.89 -1.48  0.100
I: 0.13 2.47 2.66  -0.019

Results
Frontier orbital gap (alpha / beta), eV: 7.55 / 7.57
Net charge: -1
<S²>: 6.008
Multiplicity: 5

=====

(9)
The following is a quantum chemistry calculation of 2 unconnected molecules or ions with the total composition C10H10ClNO, from the OMol25 dataset.

Last column: Löwdin charge in e.
Atoms and positions in Å:
O: -0.17 1.49 -0.19  0.008
C: -0.42 0.50 0.49  -0.204
C: 0.58 -0.54 0.87  -0.176
C: 0.41 -1.14 2.13  -0.025
C: 1.41 -1.89 2.71  -0.050
C: 2.54 -2.06 1.97  -0.082
C: 2.74 -1.48 0.71  -0.061
C: 1.78 -0.68 0.10  0.004
H: -1.54 0.26 0.88  0.155
H: -0.52 -0.86 2.54  0.089
H: 1.37 -2.34 3.61  0.072
H: 3.28 -2.62 2.35  0.065
H: 3.77 -1.73 0.24  0.135
H: 1.89 -0.15 -0.76  0.079
C: -2.95 1.47 -1.85  -0.070
C: -2.00 2.67 -1.74  -0.759
Cl: -2.09 3.80 -0.45  0.687
C: -1.12 2.95 -2.63  -0.286
N: -0.29 3.48 -3.32  0.166
H: -3.99 1.71 -1.93  0.065
H: -2.74 0.98 -2.74  0.054
H: -2.77 0.88 -0.95  0.047
H: 0.71 3.21 -3.39  0.086

Results
ΔE to the lowest compared entry with this formula, charge and spin, kcal per mole: 71.5
Frontier orbital gap, eV: 8.08
Structure (SMILES): O=Cc1ccccc1.CC(Cl)=C=N

=====

(10)
The following is a quantum chemistry calculation of a molecular structure, C10H10ClNO3Y, from the OMol25 dataset.

Last column: Löwdin charge in e.
Atoms and positions in Å:
C: -2.16 -1.51 1.72  -0.217
C: -1.73 -0.16 1.56  -0.190
C: -0.35 -0.09 1.97  -0.178
H: -2.39 0.72 1.43  0.114
C: 0.06 -1.40 2.36  -0.193
C: -1.06 -2.27 2.21  -0.243
H: -1.12 -3.33 2.44  0.104
H: -3.16 -1.93 1.57  0.113
H: 0.26 0.82 2.10  0.118
H: 1.08 -1.67 2.61  0.105
Y: -0.51 -1.70 -0.13  1.287
Cl: -1.43 -1.78 -2.44  -0.186
C: 1.75 2.65 -2.90  -0.232
C: 2.79 2.71 -1.91  -0.237
C: 2.36 3.59 -0.87  -0.238
H: 3.74 2.19 -1.95  0.037
C: 1.05 4.07 -1.21  -0.233
C: 0.68 3.50 -2.47  -0.229
H: -0.25 3.68 -3.00  0.042
H: 1.78 2.08 -3.82  0.042
H: 2.92 3.85 0.02  0.038
H: 0.46 4.77 -0.62  0.039
O: -0.85 -5.87 0.12  0.067
N: -1.24 -4.74 0.34  -0.469
O: -2.42 -4.41 0.60  0.022
O: -0.25 -3.77 0.28  -0.284

Results
ΔE to the lowest compared entry with this formula, charge and spin, kcal per mole: 64.5
Frontier orbital gap, eV: 4.26
Net charge: -1

=====

(11)
The following is a quantum chemistry calculation of 2 unconnected molecules or ions with the total composition C10H10F3N2, from the OMol25 dataset.

Last column: Löwdin charge in e.
Atoms and positions in Å:
C: -0.28 -5.20 0.19  0.028
C: 1.92 0.10 -0.34  0.030
C: 0.97 2.36 -0.12  0.012
C: 0.64 -0.48 -0.29  0.085
C: -0.27 1.80 -0.08  0.003
C: 2.15 1.53 -0.18  -0.205
C: -0.52 0.42 -0.15  -0.175
C: 3.45 1.98 0.12  -0.047
C: -1.80 -0.10 -0.14  0.165
C: -3.05 0.73 0.26  -0.600
N: -0.71 -4.14 0.40  0.081
N: -2.10 -1.80 -0.41  0.185
F: -3.43 1.59 -0.72  0.157
F: -4.08 -0.02 0.57  0.194
F: -2.68 1.46 1.31  0.167
H: -0.17 -6.22 0.18  0.049
H: 2.77 -0.58 -0.27  0.124
H: 1.01 3.43 -0.11  0.123
H: 0.50 -1.46 -0.51  0.072
H: -1.16 2.56 0.11  0.175
H: 4.18 1.16 -0.06  0.100
H: 3.77 2.88 -0.48  0.125
H: 3.56 2.38 1.22  0.162
H: -3.09 -1.84 -0.45  0.044
H: -1.56 -2.52 -0.04  -0.057

Results
ΔE to the lowest compared entry with this formula, charge and spin, kcal per mole: 67.2
Frontier orbital gap (alpha / beta), eV: 7.25 / 7.25
Net charge: +1

=====

(12)
The following is a quantum chemistry calculation of a molecular structure, C10H10F6HfN7O5S2, from the OMol25 dataset.

Last column: Löwdin charge in e.
Atoms and positions in Å:
Hf: -0.64 -0.26 -0.80  1.850
F: -5.48 1.34 -1.30  0.269
C: -4.41 2.04 -1.17  -0.669
F: -4.14 2.36 0.07  0.226
F: -4.34 3.05 -1.98  0.263
S: -2.92 0.88 -1.63  0.797
O: -1.58 1.56 -1.41  -0.391
O: -2.79 -0.25 -0.65  -0.364
N: -3.08 0.47 -3.11  -0.237
S: -1.90 -0.42 -3.72  0.745
O: -2.25 -1.08 -4.90  -0.111
O: -1.31 -1.21 -2.59  -0.405
C: -0.42 0.73 -4.02  -0.590
F: -0.77 1.97 -4.16  0.240
F: 0.29 0.28 -5.00  0.260
F: 0.38 0.64 -2.84  -0.009
N: 3.77 -5.27 -0.43  0.260
C: 3.70 -3.96 -0.42  -0.388
N: 4.77 -3.19 -0.39  0.256
N: 2.45 -3.42 -0.43  0.230
C: 1.73 -2.46 -0.53  -0.227
N: 0.91 -1.58 -0.58  -0.042
H: 4.66 -5.76 -0.41  0.160
H: 2.93 -5.82 -0.46  0.156
H: 5.70 -3.58 -0.38  0.158
H: 4.69 -2.18 -0.36  0.146
N: 0.72 4.27 2.72  0.196
C: 0.93 3.15 3.44  -0.498
O: 1.77 2.99 4.28  0.140
C: 0.17 1.90 2.99  -0.074
C: -0.23 0.99 3.97  0.089
C: -0.80 -0.21 3.59  0.026
C: -0.90 -0.51 2.25  -0.095
N: -0.50 0.36 1.29  -0.136
C: 0.01 1.56 1.67  -0.045
H: 1.24 5.09 3.02  0.139
H: -0.16 4.45 2.27  0.116
H: -0.07 1.24 5.01  0.156
H: -1.14 -0.93 4.33  0.140
H: -1.31 -1.45 1.92  0.129
H: 0.32 2.24 0.88  0.133

Results
ΔE to the lowest compared entry with this formula, charge and spin, kcal per mole: 10.5
Frontier orbital gap, eV: 6.62
Net charge: +3

=====

(13)
The following is a quantum chemistry calculation of a single C10H10FNO molecule, from the OMol25 dataset.

Last column: Löwdin charge in e.
Atoms and positions in Å:
N: -0.83 3.03 1.12  0.135
C: -0.28 2.35 0.08  -0.482
O: 0.51 2.87 -0.72  0.040
C: -0.93 0.97 -0.17  -0.345
F: -2.06 0.79 0.52  0.076
C: -0.90 0.67 -1.68  -0.072
C: -0.67 -0.87 -1.83  -0.098
C: 0.17 -1.24 -0.66  -0.198
C: 0.83 -2.39 -0.39  -0.033
C: 1.53 -2.51 0.82  -0.066
C: 1.55 -1.48 1.71  -0.104
C: 0.88 -0.30 1.48  -0.027
C: 0.11 -0.18 0.33  -0.025
H: -1.59 2.58 1.71  0.135
H: -0.30 4.00 1.33  0.182
H: -0.09 1.19 -2.10  0.098
H: -1.80 1.03 -2.11  0.115
H: 0.00 -1.02 -2.74  0.150
H: -1.59 -1.38 -1.70  0.111
H: 0.65 -3.25 -1.04  0.119
H: 1.91 -3.45 1.05  0.086
H: 2.06 -1.73 2.53  0.065
H: 0.82 0.27 2.45  0.137

Results
ΔE to the lowest compared entry with this formula, charge and spin, kcal per mole: 0.0
Frontier orbital gap, eV: 9.98
Structure (SMILES): NC(=O)[C@@]1(F)CCc2ccccc21

=====

(14)
The following is a quantum chemistry calculation of a molecular structure, C10H10I3N, from the OMol25 dataset.

Last column: Löwdin charge in e.
Atoms and positions in Å:
C: -0.48 -2.02 -1.58  -0.025
C: 0.69 -2.34 -0.99  -0.116
C: -0.77 -0.45 -1.37  -0.227
C: 1.23 -1.10 -0.42  -0.570
C: -3.06 0.81 -0.77  0.043
C: 2.14 0.44 2.63  -0.005
C: -2.13 -0.25 -0.73  -0.105
C: 1.00 1.00 2.28  -0.811
C: 0.45 1.26 -0.10  -0.254
C: 0.63 1.67 1.14  -0.707
N: 0.36 -0.07 -0.51  -0.089
I: -0.71 0.86 3.59  0.829
I: 0.38 3.90 1.04  0.757
I: 3.16 -0.40 -1.75  0.527
H: -0.93 -2.66 -2.17  0.041
H: 1.38 -3.16 -1.22  0.115
H: -0.82 0.11 -2.44  0.200
H: 1.89 -1.12 0.35  0.011
H: -2.99 1.74 -1.32  0.048
H: -3.89 0.93 -0.08  0.045
H: 2.00 -0.18 3.47  0.031
H: 3.06 0.34 2.08  0.081
H: -2.52 -1.15 -0.25  0.092
H: -0.05 1.85 -0.87  0.089

Results
ΔE to the lowest compared entry with this formula, charge and spin, kcal per mole: 0.6
Frontier orbital gap (alpha / beta), eV: 5.18 / 6.02
<S²>: 2.025
Multiplicity: 3